[1]
{
  "formula": "C5H8N2",
  "method": "ωB97M-V/def2-TZVPD",
  "spin_multiplicity": 1,
  "lumo_ev": 0.9,
  "e_tot_ev": -8294.127,
  "smiles": "N#CCC/C=C/N",
  "total_charge": 0,
  "elements": ["N", "C", "C", "C", "C", "C", "N", "H", "H", "H", "H", "H", "H", "H", "H"],
  "positions_angstrom": [[-0.84761, -2.38544, 1.06723], [-0.04413, -1.95326, 0.35610], [0.99375, -1.37638, -0.50816], [0.50484, -0.17604, -1.33334], [-0.18725, 0.90386, -0.54745], [-0.25367, 0.97492, 0.78490], [-1.00707, 1.89944, 1.50950], [1.84041, -1.09619, 0.12913], [1.34644, -2.16368, -1.18128], [-0.19648, -0.54595, -2.09210], [1.36689, 0.21186, -1.89363], [-0.74056, 1.63122, -1.14149], [0.31939, 0.29687, 1.41563], [-1.26707, 1.55980, 2.42528], [-1.82787, 2.21898, 1.00968]],
  "atomic_forces_ev_per_a": [[0.752, 0.327, -0.724], [-0.679, -0.374, 0.617], [0.100, 0.000, -0.042], [-0.011, -0.028, -0.038], [-0.059, 0.042, 0.191], [0.107, -0.122, -0.254], [-0.111, -0.030, 0.010], [-0.132, -0.028, -0.056], [0.004, 0.088, 0.099], [0.083, 0.022, 0.100], [-0.111, -0.039, 0.117], [-0.002, -0.103, 0.103], [-0.134, 0.095, -0.120], [0.039, 0.087, -0.097], [0.156, 0.063, 0.094]],
  "nbo_charge": [-0.3392, 0.2927, -0.5161, -0.3979, -0.3082, 0.0171, -0.8088, 0.2448, 0.2531, 0.2131, 0.2146, 0.1983, 0.1871, 0.3772, 0.3722]
}

[2]
{
  "formula": "C40H64As3ClCrN6O5S",
  "method": "ωB97M-V/def2-TZVPD",
  "spin_multiplicity": 5,
  "lumo_ev": [0.3, 0.3],
  "e_tot_ev": -295993.619,
  "total_charge": 0,
  "elements": ["Cr", "O", "N", "C", "C", "C", "C", "C", "S", "H", "H", "H", "H", "C", "As", "C", "C", "C", "C", "C", "As", "C", "C", "C", "As", "C", "C", "H", "H", "H", "H", "H", "H", "H", "H", "H", "H", "H", "H", "H", "H", "H", "H", "H", "H", "H", "H", "H", "H", "H", "H", "H", "H", "H", "C", "C", "C", "C", "C", "O", "C", "C", "C", "C", "C", "C", "Cl", "C", "C", "C", "N", "C", "N", "C", "N", "H", "H", "H", "H", "H", "H", "H", "H", "H", "H", "H", "H", "H", "H", "H", "H", "H", "H", "H", "H", "H", "H", "C", "C", "C", "C", "C", "C", "O", "N", "C", "O", "N", "C", "O", "H", "H", "H", "H", "H", "H", "H", "H", "H", "H", "H"],
  "positions_angstrom": [[-2.04892, 0.12578, 0.39652], [-2.33922, 1.45788, 1.77152], [-2.94672, 2.60878, 1.53412], [-3.60862, 3.23018, 2.53952], [-4.27222, 4.40718, 2.32712], [-4.24802, 4.98978, 1.05712], [-3.56302, 4.34918, 0.04302], [-2.93012, 3.12848, 0.26562], [-2.14142, 2.23538, -0.94768], [-3.58032, 2.71778, 3.48812], [-4.81052, 4.86318, 3.14092], [-4.76232, 5.91838, 0.87412], [-3.51802, 4.75078, -0.95488], [1.11258, 0.77568, 4.87402], [-0.01782, 0.26728, 3.28792], [1.33848, 0.83898, 1.98872], [0.46178, -1.66312, 3.20042], [-0.44772, -2.60422, 3.99852], [-0.85242, -1.95522, 5.32882], [-1.70132, -2.93512, 3.18612], [-2.60382, -1.49372, 2.16032], [-4.14672, -2.59052, 1.62092], [-3.60752, -0.59982, 3.58922], [0.28648, -3.90182, 4.38732], [0.92538, -5.36622, 3.16372], [-0.78932, -6.30652, 2.82712], [1.13378, -4.54562, 1.38822], [1.98518, 0.12998, 4.96852], [0.54408, 0.74058, 5.80312], [1.45208, 1.80338, 4.72972], [2.34898, 0.70188, 2.37262], [1.19838, 1.89418, 1.74932], [1.22368, 0.26858, 1.07262], [1.50398, -1.78272, 3.51242], [0.39608, -1.92652, 2.14072], [-1.40082, -1.02902, 5.15132], [0.03528, -1.73442, 5.92002], [-1.48492, -2.63012, 5.90572], [-2.46772, -3.38842, 3.83102], [-1.43292, -3.65622, 2.41422], [-4.65802, -2.98512, 2.50712], [-3.86002, -3.42442, 0.97872], [-4.84392, -1.95212, 1.07152], [-3.91452, -1.31082, 4.36232], [-4.49692, -0.16342, 3.13092], [-3.01992, 0.20188, 4.03452], [-0.35332, -4.44702, 5.09352], [1.17588, -3.61182, 4.96082], [-1.34932, -6.41892, 3.75592], [-0.57362, -7.30642, 2.44722], [-1.41222, -5.79412, 2.09712], [1.97268, -3.85262, 1.38792], [0.24198, -4.03232, 1.04842], [1.36098, -5.34192, 0.67892], [4.25478, 3.47888, -4.74958], [4.75358, 2.13588, -4.21078], [6.23418, 2.30108, -3.82658], [4.71598, 1.08938, -5.33448], [3.91178, 1.63528, -2.96678], [4.46498, 0.43118, -2.48288], [3.87148, 2.71508, -1.85128], [3.37878, 2.18648, -0.49508], [3.89928, 2.98238, 0.67172], [3.62468, 4.34088, 0.78402], [4.06978, 5.07648, 1.86762], [4.80218, 4.44658, 2.86182], [5.37778, 5.36408, 4.21572], [5.07658, 3.09238, 2.77952], [4.63358, 2.37578, 1.68252], [2.47508, 1.26408, -3.42768], [1.68068, 0.57158, -2.45278], [0.62178, 1.03268, -1.77428], [0.11018, 0.07178, -1.02798], [0.90718, -0.98752, -1.30048], [1.85178, -0.71902, -2.16338], [4.79698, 3.72518, -5.65958], [4.43068, 4.27698, -4.03498], [3.19768, 3.45178, -4.99448], [6.77028, 2.73788, -4.66638], [6.68998, 1.33798, -3.60938], [6.37658, 2.96118, -2.97498], [5.53458, 1.27208, -6.02598], [3.79338, 1.13228, -5.90518], [4.83318, 0.09158, -4.92058], [5.33558, 0.61248, -2.11268], [3.24288, 3.54388, -2.17408], [4.88238, 3.09878, -1.70768], [3.69598, 1.14808, -0.38798], [2.28818, 2.21458, -0.47008], [3.04968, 4.83758, 0.01852], [3.84128, 6.12678, 1.94722], [5.62578, 2.60558, 3.57182], [4.86428, 1.32118, 1.62312], [2.56198, 0.58758, -4.27738], [1.92688, 2.16198, -3.71408], [0.22978, 2.02488, -1.85918], [0.76668, -1.95892, -0.87358], [-6.20962, -2.18872, -4.16758], [-5.57072, -1.62522, -2.90658], [-4.03672, -1.76212, -2.80988], [-3.34252, -1.13672, -4.04688], [-1.82012, -1.15012, -3.96048], [-3.61232, -3.21652, -2.71828], [-4.00582, -4.09292, -3.45288], [-2.70622, -3.49572, -1.72748], [-2.08582, -2.57852, -0.88288], [-1.27092, -2.96972, -0.05048], [-2.47002, -1.30272, -0.93598], [-3.59412, -0.95702, -1.59808], [-4.21272, 0.01858, -1.19118], [-7.29162, -2.11382, -4.08798], [-5.94442, -3.23442, -4.29008], [-5.89542, -1.63882, -5.05048], [-6.00752, -2.12332, -2.03548], [-5.78902, -0.55782, -2.81698], [-3.70132, -0.10932, -4.13848], [-3.64782, -1.69772, -4.93108], [-1.46942, -0.60132, -3.08778], [-1.39392, -0.68352, -4.84608], [-1.44562, -2.17062, -3.90158], [-2.42072, -4.46362, -1.61988]],
  "atomic_forces_ev_per_a": [[0.663, 0.953, -0.834], [-0.277, 0.771, 0.941], [-0.507, 0.673, -0.528], [0.187, -0.246, -0.099], [0.006, 0.072, -0.039], [0.376, -0.421, -0.247], [-0.527, 0.572, 0.533], [0.414, -0.611, 0.092], [0.015, 0.186, -0.150], [0.056, -0.075, -0.005], [-0.009, 0.021, 0.113], [-0.056, 0.129, -0.050], [-0.029, 0.040, -0.108], [-0.366, 0.011, -0.189], [1.037, -0.045, 0.735], [-0.063, 0.049, -0.066], [0.169, -0.013, -0.108], [-0.182, 0.077, 0.107], [0.033, 0.001, -0.147], [0.001, 0.062, -0.270], [-0.935, -1.123, 1.507], [-0.082, -0.018, -0.128], [0.017, 0.110, 0.101], [0.130, -0.190, -0.124], [-0.211, 0.090, 0.153], [0.115, 0.029, -0.051], [-0.027, 0.031, 0.110], [0.015, -0.061, -0.096], [-0.039, -0.053, -0.051], [-0.031, -0.035, -0.061], [-0.022, -0.068, 0.104], [-0.036, 0.001, 0.037], [-0.002, -0.009, -0.044], [-0.002, 0.074, -0.025], [0.144, 0.000, -0.034], [-0.029, 0.023, 0.150], [0.028, 0.083, 0.090], [-0.069, -0.002, 0.036], [0.068, 0.098, -0.177], [-0.105, 0.013, -0.035], [0.185, 0.098, -0.137], [0.083, 0.056, 0.048], [0.054, -0.032, 0.032], [0.061, 0.027, -0.148], [0.016, 0.000, 0.014], [0.004, -0.061, -0.056], [0.086, -0.066, -0.061], [-0.064, -0.083, -0.080], [0.060, 0.048, 0.029], [0.062, 0.055, 0.020], [-0.032, 0.073, -0.025], [0.068, 0.030, 0.066], [-0.039, 0.031, -0.023], [0.016, -0.080, 0.063], [0.059, -0.194, 0.175], [0.010, -0.100, 0.040], [-0.300, -0.016, 0.111], [-0.043, 0.117, 0.188], [-0.249, 0.616, -0.195], [0.156, -0.178, 0.060], [0.035, -0.477, -0.025], [0.067, 0.091, -0.014], [-0.071, -0.041, -0.060], [0.072, -0.054, 0.098], [0.054, -0.022, 0.082], [-0.099, -0.080, -0.141], [0.012, 0.045, 0.102], [0.086, 0.151, 0.155], [-0.011, -0.009, -0.062], [0.794, -0.085, -0.353], [-0.782, 0.227, 0.454], [-0.064, -0.319, 0.043], [-0.128, 0.313, 0.250], [0.058, 0.209, -0.169], [0.728, -0.827, -0.299], [0.051, 0.032, -0.114], [-0.026, 0.181, 0.088], [-0.199, 0.042, -0.060], [0.062, -0.008, -0.075], [0.125, -0.107, 0.024], [0.072, 0.068, 0.070], [0.077, 0.022, -0.114], [-0.150, -0.022, -0.103], [0.015, -0.145, -0.022], [0.015, 0.030, -0.017], [0.066, 0.131, -0.080], [-0.017, 0.098, -0.042], [-0.172, -0.012, 0.047], [0.090, -0.119, 0.107], [-0.127, 0.076, -0.137], [0.017, 0.137, 0.028], [0.075, -0.007, 0.022], [-0.040, -0.111, -0.038], [-0.110, 0.136, -0.018], [0.062, -0.078, -0.047], [0.012, 0.316, 0.002], [-0.037, -0.259, 0.136], [0.056, -0.089, 0.134], [-0.031, -0.110, -0.146], [-0.394, 0.338, -0.238], [0.185, -0.093, 0.033], [-0.089, 0.181, -0.051], [0.029, 0.182, 0.078], [-0.010, -0.035, -0.063], [0.334, -0.457, 0.241], [0.073, -0.236, 0.275], [0.159, -0.387, -0.275], [0.025, -0.467, -0.315], [-0.645, 0.065, 0.114], [-0.254, -0.122, -0.365], [-0.109, 0.060, -0.042], [-0.061, -0.020, -0.133], [-0.018, 0.033, -0.139], [-0.004, 0.104, 0.047], [0.005, -0.163, 0.084], [-0.078, -0.016, -0.032], [-0.123, 0.048, 0.040], [0.089, 0.003, -0.045], [0.059, -0.019, -0.093], [0.134, -0.073, -0.006], [-0.009, 0.207, -0.079]],
  "nbo_charge": [1.0381, -0.6778, 0.0090, 0.0389, -0.2770, -0.1595, -0.2296, 0.0286, -0.2574, 0.2320, 0.2301, 0.2232, 0.2369, -0.9319, 0.9221, -0.9548, -0.7272, -0.0579, -0.6176, -0.6966, 0.9446, -0.9347, -0.9446, -0.7054, 0.8583, -0.9507, -0.9671, 0.2099, 0.2187, 0.2238, 0.2181, 0.2226, 0.2378, 0.2161, 0.2331, 0.2109, 0.2118, 0.2084, 0.2176, 0.2478, 0.2251, 0.2301, 0.2297, 0.2187, 0.2236, 0.2374, 0.2161, 0.2189, 0.2218, 0.2259, 0.2134, 0.2243, 0.2471, 0.2275, -0.6180, -0.0385, -0.6225, -0.6263, 0.2878, -0.7196, -0.4320, -0.4390, -0.0228, -0.1526, -0.2412, -0.0452, 0.0001, -0.2264, -0.1972, -0.2350, -0.1688, 0.1850, -0.5345, 0.1335, -0.2569, 0.2161, 0.2107, 0.2041, 0.2196, 0.2079, 0.2067, 0.2124, 0.2037, 0.2316, 0.4712, 0.2104, 0.2105, 0.2307, 0.2204, 0.2036, 0.2259, 0.2276, 0.2149, 0.2347, 0.2178, 0.2327, 0.2307, -0.6178, -0.3601, -0.2706, -0.3741, -0.6159, 0.7267, -0.5873, -0.6623, 0.8102, -0.6812, -0.8069, 0.6950, -0.6183, 0.2085, 0.2345, 0.1983, 0.2025, 0.2319, 0.2185, 0.2235, 0.2140, 0.2154, 0.2066, 0.4265]
}

[3]
{
  "formula": "C9H9N3O2",
  "method": "ωB97M-V/def2-TZVPD",
  "spin_multiplicity": 1,
  "lumo_ev": 0.3,
  "e_tot_ev": -18041.299,
  "smiles": "O=c1cc[nH]c(=O)[nH]1.c1ccncc1",
  "total_charge": 0,
  "elements": ["O", "C", "C", "C", "N", "C", "O", "N", "H", "H", "H", "H", "C", "C", "C", "N", "C", "C", "H", "H", "H", "H", "H"],
  "positions_angstrom": [[2.76997, 1.85325, -0.89820], [2.32609, 0.81833, -0.44567], [2.57958, 0.29923, 0.90181], [2.02928, -0.86643, 1.28357], [1.23060, -1.59606, 0.43471], [0.90654, -1.20213, -0.85978], [0.20836, -1.86899, -1.58866], [1.47459, 0.00338, -1.21806], [3.20909, 0.88147, 1.56379], [2.19607, -1.30551, 2.26075], [0.84158, -2.47427, 0.72170], [1.28099, 0.31898, -2.15789], [-1.37620, 1.49069, 0.12537], [-0.65794, 0.36214, -0.07262], [-1.27472, -0.89178, 0.02354], [-2.59485, -1.06432, 0.05608], [-3.31449, 0.16012, -0.11138], [-2.76101, 1.40388, -0.08536], [-0.94651, 2.47513, 0.44161], [0.41182, 0.66274, -0.02167], [-0.71937, -1.68426, -0.13298], [-4.39107, 0.11235, -0.28833], [-3.42837, 2.11206, 0.06766]],
  "atomic_forces_ev_per_a": [[-0.251, -0.268, 0.072], [0.558, -0.226, -0.191], [-0.098, -0.001, -0.030], [0.100, 0.045, -0.362], [0.744, 0.180, -0.305], [2.605, -0.676, -0.914], [1.315, -0.102, -0.869], [2.536, -0.907, -1.426], [-0.118, -0.106, -0.139], [-0.064, 0.070, -0.106], [0.013, -0.178, 0.113], [-0.010, 0.006, -0.016], [-1.790, 1.883, -0.233], [0.856, 2.340, 2.662], [-4.492, 3.632, 0.236], [-0.925, 3.098, -0.844], [0.727, -2.881, 0.017], [2.808, -3.356, 0.745], [-0.080, -1.050, -0.705], [-2.726, -1.022, 1.004], [0.651, -3.823, 0.759], [0.263, -0.529, 0.374], [-2.622, 3.871, 0.158]],
  "nbo_charge": [-0.5694, 0.6252, -0.3901, 0.0825, -0.6096, 0.8052, -0.5935, -0.6546, 0.2522, 0.2289, 0.4320, 0.4429, -0.1248, -0.3505, 0.0508, -0.4007, 0.0260, -0.2826, 0.2145, 0.2355, 0.1801, 0.1928, 0.2073]
}